Model one:
{
  "formula": "C2H13NO3",
  "method": "wB97M-V/def2-TZVPD",
  "smiles": "CCN.O.O.O",
  "charge": 0,
  "symbols": ["C", "C", "N", "H", "H", "H", "H", "H", "H", "H", "O", "H", "H", "O", "H", "H", "O", "H", "H"],
  "positions_angstrom": [[1.479, 0.902, 1.337], [0.691, -0.246, 0.708], [-0.243, 0.159, -0.370], [2.057, 1.383, 0.551], [0.843, 1.602, 1.882], [2.055, 0.511, 2.172], [1.411, -0.965, 0.339], [0.063, -0.688, 1.440], [0.103, 1.024, -0.763], [-1.137, 0.322, 0.041], [-0.631, 3.778, 1.299], [0.095, 4.185, 0.808], [-0.859, 3.051, 0.705], [2.996, -0.896, -2.006], [2.161, -1.142, -1.593], [3.692, -0.998, -1.350], [-4.167, -3.723, -0.846], [-4.130, -3.859, 0.108], [-3.601, -2.952, -0.969]],
  "nbo_charge": [-0.640, -0.209, -0.835, 0.204, 0.220, 0.216, 0.159, 0.185, 0.346, 0.351, -0.927, 0.467, 0.461, -0.942, 0.474, 0.469, -0.932, 0.465, 0.467]
}

Model two:
{
  "formula": "C2H13NO3",
  "method": "wB97M-V/def2-TZVPD",
  "smiles": "CNC.O.O.O",
  "charge": 0,
  "symbols": ["C", "N", "C", "H", "H", "H", "H", "H", "H", "H", "O", "H", "H", "O", "H", "H", "O", "H", "H"],
  "positions_angstrom": [[0.870, -0.778, -2.246], [-0.081, -0.742, -1.214], [-0.912, 0.604, -1.280], [1.600, 0.131, -2.090], [0.375, -1.028, -3.152], [1.653, -1.534, -2.044], [-0.676, -1.543, -1.180], [-1.433, 0.682, -2.198], [-1.598, 0.738, -0.372], [-0.286, 1.539, -1.178], [1.420, 0.186, 2.871], [1.893, 0.545, 2.107], [0.657, -0.279, 2.481], [-0.426, -1.606, 1.475], [-0.968, -2.428, 1.528], [-0.167, -1.380, 0.590], [-0.420, 2.467, 1.715], [-0.286, 1.609, 2.055], [-1.215, 2.820, 2.132]],
  "nbo_charge": [-0.424, -0.674, -0.437, 0.210, 0.181, 0.200, 0.358, 0.178, 0.219, 0.218, -0.958, 0.465, 0.488, -1.000, 0.484, 0.496, -0.948, 0.476, 0.469]
}

Quick one: most stable of them? model one

Model one:
{
  "formula": "C5H10S",
  "method": "wB97M-V/def2-TZVPD",
  "smiles": "CSCC1CC1",
  "charge": 0,
  "symbols": ["C", "S", "C", "C", "C", "C", "H", "H", "H", "H", "H", "H", "H", "H", "H", "H"],
  "positions_angstrom": [[2.962, 0.203, -0.098], [1.595, -0.951, 0.195], [0.239, 0.349, 0.092], [-1.027, -0.174, 0.605], [-2.346, 0.358, -0.004], [-1.865, -1.079, -0.331], [3.663, 0.494, 0.607], [3.407, -0.127, -1.017], [2.510, 1.134, -0.471], [0.672, 1.023, 0.886], [0.307, 0.810, -0.792], [-0.903, -0.381, 1.657], [-2.215, 1.001, -0.827], [-3.203, 0.473, 0.601], [-1.353, -1.187, -1.255], [-2.442, -1.946, 0.153]],
  "nbo_charge": [-0.751, 0.140, -0.459, -0.258, -0.408, -0.420, 0.217, 0.222, 0.213, 0.214, 0.197, 0.227, 0.207, 0.220, 0.214, 0.225]
}

Model two:
{
  "formula": "C5H10S",
  "method": "wB97M-V/def2-TZVPD",
  "smiles": "C[C@@H]1[C@H](C)[C@@H]1S",
  "charge": 0,
  "symbols": ["C", "C", "C", "C", "C", "S", "H", "H", "H", "H", "H", "H", "H", "H", "H", "H"],
  "positions_angstrom": [[0.491, 1.585, -0.544], [0.357, 0.729, 0.682], [0.324, -0.767, 0.714], [0.566, -1.625, -0.535], [-0.955, 0.016, 0.985], [-2.364, -0.068, -0.114], [1.514, 1.918, -0.788], [0.074, 1.088, -1.440], [-0.099, 2.475, -0.381], [0.615, 1.265, 1.607], [0.760, -1.195, 1.616], [0.230, -1.133, -1.459], [-0.014, -2.540, -0.418], [1.597, -1.918, -0.653], [-1.324, 0.029, 2.023], [-1.773, 0.140, -1.297]],
  "nbo_charge": [-0.613, -0.230, -0.225, -0.612, -0.364, -0.016, 0.219, 0.199, 0.219, 0.217, 0.213, 0.205, 0.219, 0.218, 0.235, 0.114]
}

Quick one: most stable of them? model two

Model one:
{
  "formula": "C20H37IrN7OS2Si",
  "method": "wB97M-V/def2-TZVPD",
  "multiplicity": 2,
  "charge": 2,
  "symbols": ["Ir", "C", "C", "C", "C", "C", "C", "N", "N", "Si", "C", "C", "C", "H", "H", "H", "H", "H", "H", "H", "H", "H", "H", "H", "H", "H", "H", "H", "C", "C", "S", "O", "C", "C", "H", "H", "H", "H", "H", "H", "H", "H", "H", "H", "C", "N", "C", "N", "C", "N", "C", "N", "C", "C", "H", "H", "H", "H", "H", "H", "H", "H", "H", "H", "H", "H", "S", "C", "N"],
  "positions_angstrom": [[0.353, -0.517, 0.125], [0.357, -3.972, 2.038], [1.519, -3.035, 2.004], [2.599, -3.208, 2.853], [3.682, -2.346, 2.784], [3.707, -1.338, 1.833], [2.606, -1.209, 1.013], [1.536, -2.012, 1.126], [2.304, -0.270, 0.045], [3.470, 0.700, -0.956], [2.596, 0.828, -2.610], [5.114, -0.127, -1.157], [3.598, 2.362, -0.108], [0.630, -4.903, 2.527], [0.021, -4.193, 1.028], [-0.476, -3.535, 2.594], [2.577, -4.013, 3.574], [4.505, -2.461, 3.477], [4.518, -0.628, 1.762], [1.525, 0.647, -2.516], [2.995, 0.083, -3.303], [2.748, 1.808, -3.065], [5.097, -0.795, -2.019], [5.443, -0.708, -0.296], [5.867, 0.641, -1.345], [2.710, 2.569, 0.488], [3.718, 3.154, -0.850], [4.461, 2.401, 0.560], [0.617, 4.840, 0.430], [-0.045, 3.463, 0.439], [0.404, 2.557, -1.043], [-0.288, 1.162, -0.908], [-0.624, 3.372, -2.275], [-2.116, 3.112, -2.129], [0.667, 5.232, 1.444], [0.058, 5.554, -0.173], [1.635, 4.791, 0.042], [-1.130, 3.510, 0.511], [0.332, 2.840, 1.251], [-0.249, 3.005, -3.232], [-0.369, 4.430, -2.187], [-2.326, 2.046, -2.162], [-2.638, 3.584, -2.960], [-2.522, 3.525, -1.207], [-2.009, -2.365, 0.151], [-3.094, -3.042, -0.491], [-3.952, -2.078, -1.183], [-3.180, -1.361, -2.200], [-2.098, -0.652, -1.585], [-1.160, -1.607, -0.862], [-0.663, -2.609, -1.875], [-1.768, -3.294, -2.487], [-2.559, -3.999, -1.468], [-2.647, -2.331, -3.165], [-1.375, -3.090, 0.641], [-2.383, -1.652, 0.885], [-4.361, -1.369, -0.461], [-4.775, -2.605, -1.661], [-2.472, 0.069, -0.860], [-1.525, -0.125, -2.344], [-0.010, -3.323, -1.369], [-0.086, -2.079, -2.636], [-1.931, -4.730, -0.956], [-3.383, -4.519, -1.951], [-3.478, -2.869, -3.617], [-2.091, -1.812, -3.946], [-1.744, 1.896, 3.371], [-1.133, 0.857, 2.369], [-0.704, 0.046, 1.600]],
  "mulliken_spin": [0.541, 0.000, 0.004, -0.003, 0.001, 0.006, 0.021, -0.019, 0.051, 0.006, 0.002, 0.002, 0.002, 0.000, 0.000, 0.000, 0.000, 0.000, -0.001, 0.002, 0.001, 0.000, 0.000, 0.000, 0.000, -0.001, 0.000, 0.000, -0.001, 0.001, -0.002, -0.016, 0.000, 0.000, 0.000, 0.000, 0.000, -0.001, -0.001, 0.000, 0.000, 0.000, 0.000, 0.000, 0.012, 0.012, 0.000, 0.004, 0.012, -0.033, 0.003, 0.002, 0.000, 0.000, -0.003, 0.002, 0.000, 0.000, -0.003, 0.003, -0.008, 0.018, 0.000, 0.000, 0.000, 0.000, 0.327, -0.038, 0.096]
}

Model two:
{
  "formula": "C20H37IrN7OS2Si",
  "method": "wB97M-V/def2-TZVPD",
  "multiplicity": 2,
  "charge": 2,
  "symbols": ["Ir", "C", "C", "C", "C", "C", "C", "N", "N", "Si", "C", "C", "C", "H", "H", "H", "H", "H", "H", "H", "H", "H", "H", "H", "H", "H", "H", "H", "C", "C", "S", "O", "C", "C", "H", "H", "H", "H", "H", "H", "H", "H", "H", "H", "C", "N", "C", "N", "C", "N", "C", "N", "C", "C", "H", "H", "H", "H", "H", "H", "H", "H", "H", "H", "H", "H", "S", "C", "N"],
  "positions_angstrom": [[-0.462, -0.077, 0.135], [4.254, 0.762, -2.202], [3.715, -0.452, -1.508], [4.424, -1.671, -1.586], [3.954, -2.782, -0.924], [2.798, -2.655, -0.172], [2.127, -1.424, -0.167], [2.577, -0.348, -0.845], [0.940, -1.294, 0.516], [0.546, -2.412, 1.993], [-0.758, -1.555, 3.008], [2.111, -2.521, 2.988], [-0.087, -4.022, 1.318], [5.308, 0.639, -2.443], [4.149, 1.639, -1.567], [3.716, 0.937, -3.136], [5.339, -1.714, -2.159], [4.478, -3.727, -0.975], [2.400, -3.504, 0.360], [-0.698, -0.466, 2.984], [-0.607, -1.855, 4.048], [-1.766, -1.857, 2.720], [2.524, -1.529, 3.184], [2.896, -3.141, 2.560], [1.846, -2.952, 3.957], [-0.927, -3.893, 0.635], [-0.460, -4.587, 2.177], [0.660, -4.644, 0.827], [2.111, 5.132, 0.605], [1.054, 4.078, 0.924], [1.593, 2.497, 0.267], [0.501, 1.522, 0.829], [1.357, 2.694, -1.517], [0.283, 3.617, -2.052], [1.723, 6.113, 0.874], [2.357, 5.165, -0.458], [3.026, 4.963, 1.168], [0.067, 4.336, 0.549], [0.986, 3.900, 1.999], [1.260, 1.661, -1.850], [2.347, 3.037, -1.820], [-0.711, 3.184, -1.989], [0.495, 3.779, -3.110], [0.280, 4.596, -1.578], [-3.335, 0.387, 0.913], [-4.586, 1.091, 0.919], [-4.381, 2.444, 1.436], [-3.430, 3.179, 0.595], [-2.174, 2.484, 0.582], [-2.296, 1.075, 0.035], [-2.913, 1.202, -1.349], [-4.164, 1.902, -1.313], [-5.102, 1.178, -0.449], [-3.962, 3.245, -0.769], [-3.477, -0.622, 0.529], [-2.924, 0.337, 1.923], [-3.998, 2.390, 2.457], [-5.332, 2.974, 1.449], [-1.772, 2.413, 1.592], [-1.472, 3.015, -0.057], [-3.061, 0.198, -1.742], [-2.199, 1.730, -1.981], [-5.256, 0.172, -0.845], [-6.058, 1.699, -0.441], [-4.913, 3.776, -0.757], [-3.266, 3.794, -1.406], [-2.841, -3.348, -2.109], [-2.060, -2.248, -1.331], [-1.479, -1.396, -0.718]],
  "mulliken_spin": [0.597, 0.000, 0.006, 0.032, -0.013, 0.026, 0.002, 0.013, 0.080, -0.009, 0.008, 0.002, 0.001, 0.000, 0.000, 0.000, 0.001, 0.000, 0.003, -0.004, 0.000, -0.001, 0.000, -0.001, 0.000, -0.001, 0.000, 0.000, 0.000, 0.000, 0.015, 0.010, 0.000, -0.001, 0.000, 0.000, 0.000, -0.001, 0.002, 0.003, 0.001, 0.000, 0.000, 0.000, 0.019, 0.000, 0.001, 0.000, 0.000, 0.002, -0.001, -0.001, 0.000, 0.000, -0.006, -0.004, 0.000, 0.000, 0.000, -0.006, 0.000, -0.005, 0.000, 0.000, 0.000, 0.000, 0.280, -0.033, -0.017]
}

Quick one: most stable of them? model one